No. 1
Density functional theory data (ωB97M-V/def2-TZVPD) for a 2-piece molecular cluster, C6H7BrO4 overall at a distorted geometry.

Output
- SMILES = O=C=C/C=C/CO.O=C(O)Br
- Kohn-Sham gap (eV) = 8.9
- highest occupied orbital energy (eV) = -8.36

Structure (ORCA input):
```
! wB97M-V def2-TZVPD RIJCOSX def2/J DEFGRID3
* xyz 0 1
O 2.14 1.73 0.69
C 1.49 0.95 1.29
C 0.60 0.30 1.93
C -0.62 -0.23 1.35
C -1.15 0.08 0.15
C -2.29 -0.48 -0.66
O -2.91 0.68 -1.41
H 0.59 0.04 2.95
H -1.11 -0.98 1.92
H -0.82 0.86 -0.38
H -3.06 -0.95 -0.22
H -1.79 -1.06 -1.42
H -3.59 0.31 -2.01
O 1.56 -1.33 -0.08
C 2.19 -0.54 -0.64
O 1.87 0.31 -1.50
Br 4.17 -0.47 -0.27
H 2.71 0.76 -1.70
*
```



No. 2
Density functional theory data (ωB97M-V/def2-TZVPD) for C3H6NO3 as an isolated structure at a distorted geometry.

Output
- Kohn-Sham gap (eV) = 9.6
- highest occupied orbital energy (eV) = -13.44

Structure (ORCA input):
```
! wB97M-V def2-TZVPD RIJCOSX def2/J DEFGRID3
* xyz 1 1
C 1.42 0.12 0.18
C 0.97 -1.13 0.53
C -0.07 0.54 0.02
N -1.04 0.77 -1.20
O -0.39 -0.88 0.29
O 1.45 -2.29 0.88
O -0.50 1.41 0.89
H 2.36 0.69 0.13
H -1.25 1.85 -1.29
H -1.77 0.12 -1.16
H -0.66 0.36 -2.05
H 0.94 -2.71 1.54
H -1.44 1.16 1.25
*
```



No. 3
Density functional theory data (ωB97M-V/def2-TZVPD) for one molecule with the formula C9H11FN2O3 at a distorted geometry.

Output
- Kohn-Sham gap (alpha / beta) (eV) = 7.6 / 7.3
- highest occupied orbital energy (alpha / beta) (eV) = -7.84 / -7.81

Structure (ORCA input):
```
! wB97M-V def2-TZVPD RIJCOSX def2/J DEFGRID3
* xyz 0 1
C -2.73 -0.47 1.48
C -1.48 -0.87 1.09
C -3.67 0.05 0.50
C -1.80 0.09 -1.14
C 1.20 -0.27 -1.39
C 1.85 0.45 -0.29
C 0.19 -1.17 -0.76
C 1.25 1.70 0.21
C 2.74 -0.25 0.53
N -3.08 0.27 -0.74
N -1.05 -0.75 -0.25
O -4.90 0.26 0.67
O -1.33 0.69 -2.07
O 3.91 -1.01 0.12
F 0.66 -2.19 0.04
H -3.12 -0.50 2.49
H -1.01 -1.62 1.73
H 0.69 0.52 -2.06
H 1.83 -0.97 -1.93
H 0.63 2.03 -0.51
H 2.12 2.43 0.27
H 0.98 1.65 1.33
H 2.25 -0.98 1.17
H 3.12 0.49 1.37
H -3.64 0.76 -1.39
H 4.37 -0.35 -0.46
*
```



No. 4
Density functional theory data (ωB97M-V/def2-TZVPD) for a 11-piece molecular cluster, C44H88O11 overall at a distorted geometry.

Output
- SMILES = C1CCOC1.C1CCOC1.C1CCOC1.C1CCOC1.C1CCOC1.C1CCOC1.C1CCOC1.C1CCOC1.C1CCOC1.C1CCOC1.C1CCOC1
- Kohn-Sham gap (eV) = 9.9
- highest occupied orbital energy (eV) = -9.34

Structure (ORCA input):
```
! wB97M-V def2-TZVPD RIJCOSX def2/J DEFGRID3
* xyz 0 1
C -20.23 18.01 -0.14
C -19.87 18.51 -1.52
C -21.28 18.82 -2.04
O -22.12 17.82 -1.51
C -21.55 17.25 -0.33
H -20.35 18.85 0.55
H -19.43 17.44 0.35
H -19.36 17.75 -2.13
H -19.23 19.39 -1.60
H -21.39 18.95 -3.12
H -21.52 19.82 -1.64
H -21.36 16.19 -0.45
H -22.08 17.47 0.59
C -16.26 12.89 0.87
C -16.73 13.68 2.06
C -16.49 15.17 1.82
O -15.43 15.11 0.84
C -15.51 13.93 0.04
H -17.03 12.50 0.19
H -15.65 12.02 1.09
H -16.17 13.33 2.93
H -17.77 13.46 2.33
H -16.20 15.72 2.72
H -17.37 15.70 1.44
H -14.50 13.63 -0.26
H -15.98 14.19 -0.92
C -17.25 9.52 -1.62
C -18.24 10.69 -1.87
C -17.36 11.64 -2.74
O -16.03 11.13 -2.70
C -16.09 9.72 -2.59
H -17.73 8.55 -1.75
H -16.93 9.60 -0.59
H -18.59 11.17 -0.96
H -19.11 10.41 -2.46
H -17.36 12.68 -2.45
H -17.67 11.49 -3.78
H -15.19 9.22 -2.23
H -16.28 9.31 -3.59
C -20.87 16.84 5.56
C -19.42 17.15 5.85
C -18.73 16.37 4.74
O -19.64 16.32 3.63
C -20.90 16.86 4.03
H -21.62 17.49 6.01
H -21.09 15.84 5.93
H -19.15 16.67 6.79
H -19.18 18.22 5.89
H -18.53 15.37 5.13
H -17.81 16.88 4.45
H -21.81 16.48 3.57
H -20.89 17.93 3.76
C -12.73 15.48 4.33
C -11.98 14.50 5.28
C -12.98 14.19 6.38
O -14.26 14.40 5.81
C -14.08 15.63 5.07
H -12.94 15.00 3.37
H -12.23 16.44 4.32
H -11.08 14.97 5.66
H -11.84 13.59 4.69
H -12.86 14.80 7.28
H -12.92 13.14 6.69
H -14.10 16.48 5.76
H -14.97 15.71 4.44
C -11.26 15.96 0.53
C -10.29 16.65 -0.40
C -11.12 16.78 -1.68
O -11.79 15.51 -1.77
C -12.11 15.10 -0.46
H -11.93 16.65 1.05
H -10.86 15.29 1.29
H -9.48 15.93 -0.53
H -9.87 17.58 -0.02
H -10.59 17.00 -2.60
H -11.88 17.55 -1.56
H -11.77 14.09 -0.24
H -13.13 15.28 -0.11
C -18.78 10.27 3.27
C -20.05 9.73 3.94
C -19.46 8.66 4.79
O -18.35 8.11 4.03
C -17.89 9.07 3.06
H -18.28 11.01 3.90
H -18.93 10.67 2.26
H -20.68 9.37 3.12
H -20.56 10.48 4.53
H -20.14 7.82 4.95
H -19.04 9.05 5.71
H -18.10 8.65 2.07
H -16.82 9.23 3.14
C -20.27 12.68 0.79
C -21.31 12.65 -0.32
C -22.45 13.34 0.43
O -21.82 14.44 1.06
C -20.46 14.11 1.35
H -19.24 12.48 0.49
H -20.52 11.98 1.59
H -21.46 11.62 -0.64
H -21.05 13.12 -1.28
H -22.90 12.59 1.10
H -23.37 13.61 -0.10
H -20.37 14.03 2.43
H -19.79 14.82 0.87
C -11.32 12.75 -3.56
C -10.23 11.69 -3.50
C -10.33 11.44 -1.95
O -11.68 11.66 -1.59
C -12.43 12.16 -2.69
H -11.58 12.98 -4.60
H -10.95 13.69 -3.14
H -9.30 12.05 -3.93
H -10.48 10.74 -3.97
H -9.75 12.26 -1.51
H -9.91 10.48 -1.67
H -13.17 12.87 -2.33
H -12.91 11.34 -3.23
C -11.91 10.62 1.91
C -12.71 11.71 2.61
C -13.57 10.95 3.64
O -13.38 9.57 3.39
C -12.81 9.40 2.11
H -11.00 10.46 2.49
H -11.58 10.88 0.91
H -13.34 12.26 1.92
H -12.08 12.46 3.10
H -14.61 11.27 3.51
H -13.40 11.20 4.69
H -13.60 9.32 1.35
H -12.29 8.45 2.00
C -15.61 19.56 2.58
C -16.05 19.29 1.15
C -14.80 18.74 0.46
O -13.73 19.31 1.20
C -14.11 19.27 2.56
H -16.11 19.00 3.38
H -15.80 20.59 2.91
H -16.35 20.21 0.66
H -16.88 18.58 1.14
H -14.76 19.04 -0.59
H -14.74 17.65 0.49
H -13.52 19.94 3.18
H -13.82 18.28 2.95
*
```



No. 5
Density functional theory data (ωB97M-V/def2-TZVPD) for a 8-piece molecular cluster, H16O8 overall at a distorted geometry.

Output
- SMILES = O.O.O.O.O.O.O.O
- Kohn-Sham gap (eV) = 9.5
- highest occupied orbital energy (eV) = -9.81

Structure (ORCA input):
```
! wB97M-V def2-TZVPD RIJCOSX def2/J DEFGRID3
* xyz 0 1
O 0.37 -0.56 -2.86
H -0.48 -0.94 -2.63
H 0.95 -1.31 -2.98
O -0.09 -3.21 0.84
H -0.63 -2.48 0.55
H 0.39 -3.47 0.06
O 2.16 -1.44 1.18
H 1.92 -0.58 0.84
H 1.35 -1.96 1.12
O -1.40 2.45 1.23
H -1.88 2.99 0.61
H -2.07 2.07 1.80
O 0.36 0.20 0.20
H 0.09 0.51 -0.67
H -0.15 0.73 0.81
O 0.46 1.74 3.14
H 1.22 2.32 3.20
H -0.21 2.25 2.69
O 1.40 2.07 -2.46
H 1.16 1.15 -2.39
H 1.98 2.23 -1.72
O -2.05 -1.67 -0.56
H -2.37 -2.27 -1.24
H -2.47 -0.84 -0.76
*
```



No. 6
Density functional theory data (ωB97M-V/def2-TZVPD) for a 2-piece molecular cluster, CF4N2 overall at a distorted geometry.

Output
- Kohn-Sham gap (alpha / beta) (eV) = 8.7 / 8.8
- highest occupied orbital energy (alpha / beta) (eV) = -12.17 / -11.72

Structure (ORCA input):
```
! wB97M-V def2-TZVPD RIJCOSX def2/J DEFGRID3
* xyz 0 1
C -0.16 -0.38 0.66
N 0.16 0.07 -0.71
N 0.17 -1.16 -0.39
F -1.37 0.19 0.79
F 0.50 -0.29 1.83
F -0.79 0.30 -1.78
F 1.49 1.27 -0.40
*
```